A cluster of 2 separate species, C4H8O2 in total at a distorted geometry, computed with the ωB97M-V functional and the def2-TZVPD basis.

XYZ file:
```
14
Properties=species:S:1:pos:R:3:forces:R:3:lowdin_charge:R:1
H 0.48345 0.31608 -0.51023 -0.2 1.5 1.2 0.159
H 3.34682 1.51286 -2.16064 0.4 0.6 0.3 0.125
H -2.80200 1.03096 1.35967 -1.2 0.0 -0.1 0.081
C 1.56680 0.38735 -1.86501 -3.2 1.8 1.9 -0.062
H -1.38036 0.90032 2.22187 1.5 0.2 0.0 0.067
C -2.28843 0.38704 2.04107 1.4 -1.0 -1.8 -0.037
C 2.80040 0.61475 -2.32062 2.0 -0.5 -0.7 0.267
O 1.18702 0.99504 -0.72020 -0.4 -3.0 -2.2 0.178
H -2.87411 -1.58281 0.76880 0.7 1.8 2.2 0.161
H -2.63939 0.24344 2.99196 -1.9 0.0 2.3 0.058
O -0.98319 -1.54977 1.29025 0.2 1.0 0.9 -0.013
C -2.04729 -0.98346 1.45561 -0.6 -1.9 -3.7 -0.296
H 3.28038 -0.27439 -2.67954 0.5 -0.1 -0.9 0.127
H 0.76566 -0.14262 -2.41869 0.8 -0.4 0.5 0.184
```
Forces are in eV/Å.

## Properties
**Frontier orbital gap (spin up / spin down)**: 7.023 / 4.192 eV
**Charge**: +1
**HOMO level (spin up / spin down)**: -12.81 / -12.81 eV
**LUMO (spin up / spin down)**: -5.8 / -8.6 eV
**2S+1**: 2